1.
{"formula": "C7H7ClN2", "method": "wB97M-V/def2-TZVPD", "symbols": ["H", "N", "C", "N", "C", "C", "C", "C", "Cl", "C", "C", "H", "H", "H", "H", "H", "H"], "xyz": [[3.374, 1.216, -0.342], [2.367, 1.277, -0.364], [1.786, 0.170, -0.068], [2.415, -1.029, 0.211], [0.296, 0.111, -0.064], [-0.434, 1.295, 0.088], [-1.824, 1.278, 0.105], [-2.482, 0.070, -0.043], [-4.225, 0.053, -0.028], [-1.784, -1.114, -0.214], [-0.397, -1.091, -0.225], [3.396, -0.942, 0.355], [1.958, -1.620, 0.865], [0.115, 2.204, 0.200], [-2.382, 2.206, 0.239], [-2.325, -2.060, -0.350], [0.147, -2.024, -0.366]], "homo_energy_ev": -9.051, "total_energy_ha": -840.6600}

***

2.
{"formula": "C7H7ClNO4P", "method": "wB97M-V/def2-TZVPD", "symbols": ["C", "C", "C", "C", "C", "C", "C", "N", "O", "O", "O", "O", "P", "Cl", "H", "H", "H", "H", "H", "H", "H"], "xyz": [[-0.885, -2.040, 1.856], [-1.067, -0.729, 2.364], [0.143, -2.278, 0.932], [-0.353, 0.321, 1.839], [0.865, -1.228, 0.478], [0.641, 0.082, 0.882], [1.114, 1.502, -0.995], [-1.211, 0.319, -2.069], [-1.787, 0.460, -1.006], [-1.772, 0.096, -3.144], [0.224, 2.594, -0.904], [1.423, 1.130, 0.308], [0.539, 0.303, -2.288], [2.635, 2.062, -1.734], [-1.521, -2.911, 2.087], [-1.753, -0.682, 3.227], [0.209, -3.380, 0.418], [-0.349, 1.204, 2.392], [1.562, -1.472, -0.312], [0.843, 3.416, -1.065], [0.503, 1.231, -3.266]], "homo_energy_ev": -9.376, "total_energy_ha": -1428.0452}

***

3.
{"formula": "C7H7ClS", "method": "wB97M-V/def2-TZVPD", "symbols": ["C", "C", "C", "C", "C", "C", "C", "S", "Cl", "H", "H", "H", "H", "H", "H", "H"], "xyz": [[1.080, -1.126, -0.505], [1.283, 0.119, -0.933], [-1.239, -0.863, 0.142], [0.474, 0.284, 1.235], [0.066, -1.037, 0.647], [0.354, 1.049, -0.042], [-1.041, 0.923, -0.623], [-2.511, -1.766, 0.077], [-2.123, 2.162, -0.006], [1.119, -2.042, -1.083], [1.870, 0.544, -1.768], [-0.329, 0.490, 1.892], [1.487, 0.345, 1.506], [-0.045, -1.874, 1.297], [0.688, 2.048, -0.040], [-1.133, 0.744, -1.796]], "homo_energy_ev": -8.290, "total_energy_ha": -1129.1924}

***

Calculated energy relative to the best compared isomer or geometry (same formula, charge and spin), 0.000, 1.194, 2.180 eV (same order as the records).